(1)
{"formula": "C4H8N2O", "method": "ωB97M-V/def2-TZVPD", "homo_energy_ev": -9.2611, "orbital_gap_ev": 10.2, "e_tot_ha": -341.8847, "de_lowest_kcal_mol": 74.67, "lumo_energy_ev": 0.891, "smiles": "C[C@@]1(C(N)=O)CN1", "elements": ["O", "N", "N", "C", "C", "C", "C", "H", "H", "H", "H", "H", "H", "H", "H"], "xyz": [[1.515, -1.504, -0.692], [-0.334, 1.575, -0.192], [1.890, 0.332, 0.713], [1.166, -0.438, -0.224], [-1.007, 0.929, -1.292], [-0.199, 0.122, -0.295], [-0.850, -1.084, 0.552], [-0.860, 2.022, 0.553], [2.864, 0.205, 0.527], [-1.672, -0.665, 1.105], [1.675, 0.079, 1.672], [-2.076, 0.711, -1.223], [-1.148, -1.823, -0.197], [-0.689, 1.266, -2.289], [-0.277, -1.728, 1.283]], "lowdin_charge": [0.0777, 0.0367, 0.1231, -0.5043, -0.0961, -0.3761, -0.0087, 0.1027, 0.0819, 0.0639, 0.1010, 0.1038, 0.0851, 0.1074, 0.1019]}

(2)
{"formula": "C4H8N2O", "method": "ωB97M-V/def2-TZVPD", "homo_energy_ev": -8.3482, "orbital_gap_ev": 8.2, "e_tot_ha": -341.7832, "de_lowest_kcal_mol": 138.32, "lumo_energy_ev": -0.177, "elements": ["O", "N", "N", "C", "C", "C", "C", "H", "H", "H", "H", "H", "H", "H", "H"], "xyz": [[-1.916, -1.325, -1.756], [-0.066, 0.258, 0.875], [0.238, -0.425, -1.588], [-1.211, -0.442, 0.322], [1.121, 0.178, 1.303], [0.740, 1.465, 0.688], [-0.973, -0.785, -1.184], [1.748, -0.462, 1.903], [1.684, -0.495, -0.729], [2.289, -0.428, -0.183], [1.076, 1.653, -0.331], [0.482, 2.314, 1.316], [-2.089, 0.198, 0.427], [0.350, -0.690, -2.567], [-1.353, -1.359, 0.899]], "lowdin_charge": [-0.0134, -0.0316, 0.0223, -0.0359, -0.0338, -0.0333, -0.6478, 0.1288, 0.0620, 0.0633, 0.0975, 0.1065, 0.1278, 0.0578, 0.1300]}

(3)
{"formula": "C4H8N2O", "method": "ωB97M-V/def2-TZVPD", "homo_energy_ev": -10.2810, "orbital_gap_ev": 11.0, "e_tot_ha": -341.9436, "de_lowest_kcal_mol": 37.66, "lumo_energy_ev": 0.739, "smiles": "N#C[C@@H](N)CCO", "elements": ["O", "N", "N", "C", "C", "C", "C", "H", "H", "H", "H", "H", "H", "H", "H"], "xyz": [[2.120, 0.443, 0.633], [-0.615, 2.400, 0.874], [-2.108, -0.520, -0.063], [-0.781, -0.197, 0.452], [-0.705, 1.266, 0.660], [1.541, 0.184, -0.631], [0.298, -0.699, -0.532], [-2.820, -0.336, 0.638], [2.292, -0.332, -1.240], [1.784, 1.294, 0.943], [0.590, -1.708, -0.219], [-0.162, -0.772, -1.525], [-0.569, -0.632, 1.442], [1.286, 1.119, -1.148], [-2.150, -1.511, -0.284]], "lowdin_charge": [-0.0656, 0.1659, 0.0348, -0.3876, -0.1876, -0.2750, -0.1434, 0.0814, 0.1183, 0.0721, 0.1195, 0.1199, 0.1468, 0.1208, 0.0799]}